Here is 2 unconnected molecules or ions with the total composition CH6N3S2 from the Open Molecules 2025 dataset. Energies are from ωB97M-V/def2-TZVPD.

Atoms and positions in Å:
S 1.39 2.34 0.62
S -1.98 -0.65 2.01
N -1.11 0.63 1.69
N 1.12 1.00 -0.46
N -0.06 -0.97 -0.91
C 0.21 0.11 -0.24
H -0.93 -1.35 -0.50
H 0.09 -1.02 -1.96
H -3.21 -0.20 1.49
H -0.04 0.68 1.94
H 0.12 2.56 0.95
H 1.46 1.17 -1.49

The energy above the lowest of the compared OMol25 structures with the same formula, charge and spin is 0.000 eV. As for the net charge: +1. The electronic energy is -27262.8616 eV. The spin multiplicity is 3. The value obtained for the LUMO energy (alpha / beta) is -0.141 / -0.256 Eh. Its expectation value of S² is 2.011. The value obtained for the HOMO energy (alpha / beta) is -0.454 / -0.518 hartree.